[1]
C29H49N4P2Zr | ωB97M-V/def2-TZVPD

Structure (XYZ):
```
85
Properties=species:S:1:pos:R:3:forces:R:3
Zr 0.379 0.727 -0.285 1.32 -0.78 1.04
C -0.116 -1.793 -3.043 -0.05 -0.12 0.09
C -0.531 -2.260 -1.638 0.48 0.05 -0.02
C -1.084 -3.680 -1.649 -0.05 -0.02 0.11
P 0.935 -1.896 -0.530 -0.98 -0.68 0.01
C 2.308 -3.138 -0.763 0.10 0.61 -0.16
C 1.854 -4.589 -0.570 -0.05 -0.02 0.06
C 3.055 -2.944 -2.086 0.06 0.00 0.02
C 0.490 -2.006 1.259 0.00 0.35 -0.24
C 1.137 -2.838 2.173 0.05 -0.06 0.02
C 0.898 -2.714 3.535 0.09 -0.04 -0.01
C 0.041 -1.733 4.016 -0.05 0.06 -0.04
C -0.583 -0.870 3.130 -0.07 0.09 -0.03
C -0.363 -1.001 1.764 0.12 -0.37 0.20
N -1.010 -0.120 0.836 0.43 0.10 -0.72
C -2.382 -0.320 0.535 -0.88 0.05 -0.10
C -3.152 -1.274 1.200 0.40 0.12 0.07
C -4.484 -1.455 0.866 -0.05 0.01 -0.07
C -5.066 -0.703 -0.145 -0.03 -0.07 0.07
C -4.300 0.220 -0.837 0.04 0.06 -0.05
C -2.964 0.430 -0.508 0.46 0.04 0.10
P -1.922 1.637 -1.404 -1.24 0.67 -0.08
C -2.463 3.309 -0.758 0.28 -0.18 0.26
C -3.976 3.501 -0.736 0.02 0.00 -0.17
C -1.874 3.496 0.645 -0.09 0.06 -0.17
C -2.410 1.678 -3.195 0.41 -0.18 0.00
C -1.214 2.239 -3.979 -0.06 0.06 0.06
C -2.898 0.331 -3.751 -0.03 0.10 -0.03
H -0.942 -1.929 -3.739 -0.04 0.08 0.00
H 0.715 -2.378 -3.432 0.03 0.07 0.01
H 0.179 -0.732 -3.062 -0.02 -0.02 -0.09
H -1.317 -1.597 -1.267 -0.07 0.01 0.02
H -0.420 -4.366 -2.170 0.02 -0.01 0.01
H -2.035 -3.681 -2.183 0.00 0.01 0.01
H -1.267 -4.057 -0.642 -0.01 -0.03 -0.01
H 2.996 -2.866 0.045 -0.02 0.03 0.04
H 1.539 -5.027 -1.514 -0.03 0.03 -0.03
H 1.042 -4.706 0.146 0.02 -0.05 -0.01
H 2.703 -5.175 -0.215 0.01 0.01 0.01
H 2.492 -3.342 -2.928 -0.01 0.01 0.01
H 3.992 -3.500 -2.046 0.00 0.00 0.01
H 3.297 -1.898 -2.286 0.03 -0.01 -0.01
H 1.820 -3.604 1.832 0.00 0.02 0.03
H 1.392 -3.385 4.226 -0.03 -0.02 -0.01
H -0.145 -1.641 5.078 0.02 0.00 0.00
H -1.253 -0.095 3.484 0.00 -0.02 0.02
H -2.703 -1.875 1.978 -0.07 -0.03 0.02
H -5.065 -2.199 1.395 -0.02 0.02 0.01
H -6.110 -0.841 -0.392 0.02 0.00 -0.04
H -4.747 0.780 -1.647 -0.04 0.03 0.02
H -2.022 4.044 -1.437 0.06 -0.06 -0.07
H -4.454 2.831 -0.024 -0.04 -0.03 0.03
H -4.436 3.376 -1.716 -0.03 -0.06 0.03
H -4.187 4.525 -0.424 0.01 -0.01 0.02
H -2.109 2.642 1.287 0.02 0.02 0.05
H -2.300 4.381 1.118 0.02 0.01 0.00
H -0.793 3.645 0.598 -0.24 0.02 -0.02
H -3.214 2.414 -3.245 -0.03 0.00 0.07
H -0.375 1.538 -3.982 0.00 -0.02 -0.02
H -0.874 3.198 -3.581 0.03 -0.01 -0.02
H -1.506 2.405 -5.015 0.02 0.00 -0.01
H -2.560 -0.516 -3.156 0.01 -0.06 -0.03
H -2.535 0.202 -4.771 0.02 -0.01 0.01
H -3.984 0.286 -3.794 0.01 -0.02 0.05
C 1.407 3.255 1.180 0.43 -0.21 0.21
N 2.696 2.868 1.707 -0.32 0.02 -0.05
C 3.736 3.903 1.632 0.12 0.16 0.07
C 2.969 1.545 1.714 0.18 0.30 0.02
N 2.202 0.763 0.927 -0.40 -0.16 -0.37
N 3.934 1.049 2.480 -0.06 0.09 -0.19
C 4.436 1.724 3.680 0.13 0.10 0.15
C 4.430 -0.310 2.289 -0.01 -0.17 -0.08
H 1.203 4.285 1.466 -0.11 0.02 -0.12
H 0.623 2.631 1.622 -0.01 0.07 0.09
H 1.380 3.214 0.070 -0.01 0.08 -0.12
H 3.824 4.263 0.605 -0.03 -0.04 -0.01
H 4.700 3.513 1.934 -0.02 -0.06 0.00
H 3.477 4.742 2.276 0.00 -0.04 0.03
H 2.430 -0.212 1.092 -0.04 -0.06 0.12
H 3.834 2.592 3.922 -0.07 0.01 -0.03
H 5.477 2.026 3.558 -0.02 -0.01 -0.05
H 4.382 1.025 4.515 -0.03 -0.02 -0.04
H 3.797 -1.044 2.797 -0.01 0.03 0.02
H 5.430 -0.373 2.711 0.00 0.01 0.01
H 4.511 -0.554 1.229 0.00 0.05 0.01
```
Forces are in eV/Å.

Calculated values
HOMO   -16.83 eV
Total energy   -2082.33148 hartree
Charge   +3
ΔE to the lowest compared entry with this formula, charge and spin   14.4 kcal/mol

Atomic partial charges in e from the Löwdin method, atoms 1 to 6: Zr 1.5754; C -0.1061; C -0.5232; C -0.0684; P 1.0476; C -0.5042



[2]
C29H50BrHgNOP2 | ωB97M-V/def2-TZVPD

Structure (XYZ):
```
85
Properties=species:S:1:pos:R:3:forces:R:3
N -6.797 5.249 -5.925 0.20 -0.03 -0.15
C -6.494 5.586 -4.666 -0.02 -0.54 -0.11
C -5.590 4.834 -3.911 0.13 0.01 -0.22
C -4.943 3.730 -4.495 -0.68 0.40 -0.85
C -5.285 3.373 -5.827 -0.23 0.89 0.07
C -6.207 4.189 -6.512 0.14 -0.32 0.86
C -3.874 3.096 -3.757 -0.16 0.10 -0.59
Hg 1.414 -0.433 -1.123 -0.41 0.76 -0.03
P 4.552 -0.630 -1.012 1.75 -0.01 0.00
C -2.877 2.396 -4.377 -0.25 0.37 0.02
C -1.768 1.948 -3.605 -0.55 0.46 0.39
C -0.508 1.662 -4.193 0.72 -0.65 0.02
C 0.588 1.344 -3.412 -0.44 1.10 -0.33
C 0.447 1.421 -1.981 0.23 0.66 1.44
C -0.876 1.607 -1.411 0.04 0.23 -0.48
C -1.949 1.884 -2.200 0.57 -0.27 0.66
Br 1.405 2.877 -0.832 -0.16 -0.67 -1.03
H -3.891 3.347 -2.680 0.25 -0.33 -0.82
H -2.838 2.299 -5.471 -0.10 0.12 0.63
H -5.331 5.139 -2.898 -0.12 -0.07 -0.16
H -4.817 2.526 -6.333 -0.24 0.24 0.18
H -7.005 6.461 -4.223 0.33 -0.57 -0.44
H -6.506 3.959 -7.551 0.19 0.23 0.71
H -0.401 1.754 -5.280 -0.10 -0.36 0.43
H -2.888 2.155 -1.700 0.50 -0.52 -0.48
H 1.540 1.055 -3.871 -0.27 0.56 0.15
H -0.990 1.648 -0.335 0.15 -0.17 -0.01
P -0.123 -2.261 -1.179 -0.68 -1.23 -0.35
C 4.262 1.180 -1.156 -0.60 0.02 0.27
C 5.550 2.010 -1.231 -0.03 -0.11 0.09
H 3.691 1.471 -0.261 0.20 0.06 -0.28
H 3.626 1.367 -2.034 0.11 0.22 0.24
H 5.313 3.030 -0.903 0.27 -0.15 -0.23
H 6.315 1.586 -0.563 -0.22 0.23 -0.24
H 5.943 2.028 -2.256 -0.02 0.04 0.34
C 3.913 -1.349 -2.579 -0.44 0.02 -0.18
C 4.957 -2.249 -3.266 -0.13 0.00 -0.07
H 3.662 -0.491 -3.229 -0.02 -0.38 0.06
H 2.989 -1.919 -2.361 0.30 0.00 -0.48
H 4.678 -2.398 -4.317 0.12 -0.13 0.25
H 5.953 -1.785 -3.232 -0.34 -0.07 -0.01
H 5.028 -3.221 -2.762 0.00 0.22 -0.16
C 3.602 -1.308 0.420 -0.92 0.09 -0.28
C 4.530 -1.933 1.477 -0.11 -0.03 0.03
H 2.915 -2.088 -0.001 0.41 0.32 0.62
H 3.015 -0.474 0.883 0.08 -0.64 -0.01
H 4.029 -2.794 1.935 0.21 0.26 0.14
H 5.466 -2.275 1.017 -0.25 0.06 0.08
H 4.775 -1.186 2.240 0.00 -0.30 -0.10
C -0.133 -3.329 0.275 0.28 -0.20 0.52
C -1.134 -4.487 0.205 -0.24 -0.21 0.04
H -0.331 -2.665 1.133 0.07 -0.29 -0.23
H 0.879 -3.741 0.437 -0.21 0.37 -0.23
H -2.116 -4.199 0.594 0.18 -0.04 -0.13
H -1.270 -4.852 -0.820 0.03 -0.02 0.23
H -0.769 -5.323 0.814 -0.14 0.20 -0.19
C 0.416 -3.201 -2.667 0.06 -0.19 0.39
C -0.084 -2.587 -3.972 -0.16 0.07 -0.38
H 0.104 -4.253 -2.572 -0.08 0.33 -0.01
H 1.513 -3.214 -2.629 -0.21 -0.10 -0.09
H -1.187 -2.616 -4.041 0.56 0.02 0.00
H 0.242 -1.539 -4.120 -0.11 -0.43 0.16
H 0.321 -3.176 -4.804 -0.16 0.21 0.13
C -1.843 -1.710 -1.523 -0.43 0.29 -0.39
C -2.685 -1.288 -0.322 -0.19 0.22 0.56
H -2.400 -2.498 -2.075 0.65 0.27 0.21
H -1.767 -0.835 -2.195 0.12 -0.50 0.06
H -3.588 -0.754 -0.655 0.29 -0.27 -0.08
H -3.031 -2.148 0.266 0.16 0.19 -0.13
H -2.168 -0.592 0.350 0.01 -0.15 -0.13
C 0.038 -0.057 3.807 -0.11 -0.12 0.15
C -1.138 -0.229 2.853 -0.20 0.25 -0.03
O -1.204 0.792 1.835 0.12 -0.05 0.13
C -1.097 2.156 2.297 0.11 -0.53 0.12
C -2.315 2.664 3.055 0.05 0.00 -0.03
H 0.987 0.129 3.281 -0.30 0.04 0.04
H 0.160 -0.988 4.369 -0.03 0.18 0.06
H -0.152 0.757 4.525 0.21 -0.35 -0.24
H -1.065 -1.182 2.300 0.01 0.42 0.19
H -2.090 -0.274 3.422 0.42 0.12 -0.26
H -0.186 2.243 2.908 -0.26 0.14 -0.12
H -0.915 2.736 1.387 -0.16 0.03 0.14
H -2.415 2.202 4.047 0.08 0.15 -0.25
H -2.185 3.744 3.179 -0.12 -0.13 0.17
H -3.254 2.502 2.511 0.29 -0.03 0.01
```
Forces are in eV/Å.

Calculated values
HOMO   -13.22 eV
Total energy   -4674.45586 hartree
Charge   +2
ΔE to the lowest compared entry with this formula, charge and spin   31.4 kcal/mol

Atomic partial charges in e from the Löwdin method, atoms 1 to 6: N 0.0774; C -0.1056; C -0.0028; C -0.2156; C 0.0053; C -0.0974



[3]
C29H50O3 | ωB97M-V/def2-TZVPD

Structure (XYZ):
```
82
Properties=species:S:1:pos:R:3:forces:R:3
C 5.365 0.131 0.892 0.04 -0.02 -0.07
C 4.043 -0.289 0.338 -0.12 0.07 0.53
C 2.934 -0.353 1.100 0.53 0.11 0.08
C 2.946 -0.016 2.555 -0.08 -0.03 0.00
C 1.636 -0.768 0.528 0.10 -0.03 0.00
O 0.645 -0.891 1.228 0.21 0.04 -0.20
C 1.585 -1.028 -0.927 0.01 -0.06 -0.53
C 0.224 -1.359 -1.456 0.08 -0.21 0.07
C -0.133 -2.821 -1.156 -0.36 0.22 -0.22
C -1.518 -3.217 -1.704 0.03 -0.24 0.52
C -1.808 -4.670 -1.309 -0.02 0.36 -0.15
O -1.523 -3.096 -3.122 0.00 0.04 -0.35
C -2.642 -2.282 -1.229 0.31 -0.23 0.01
C -2.734 -2.064 0.279 -0.22 0.13 -0.31
C -3.790 -1.010 0.610 0.38 -0.13 0.30
C -3.879 -0.695 2.109 -0.37 0.02 -0.15
C -4.581 -1.827 2.859 0.27 0.11 -0.07
C -4.607 0.642 2.355 0.23 0.00 0.24
C -3.682 1.790 2.766 -0.16 -0.02 -0.35
C -2.714 2.216 1.664 0.13 0.04 0.49
C -1.723 3.299 2.107 -0.09 0.21 -0.36
C -2.439 4.598 2.477 0.14 -0.27 0.12
C -0.688 3.594 1.011 0.00 -0.32 0.33
C 0.250 2.423 0.716 0.07 0.35 -0.07
C 1.440 2.792 -0.181 -0.18 -0.38 -0.12
C 1.255 2.470 -1.668 0.19 0.29 -0.01
C 0.156 3.308 -2.316 0.09 -0.30 0.09
C 2.576 2.679 -2.406 -0.27 -0.20 0.09
C 2.697 -0.990 -1.687 -0.50 -0.11 -0.09
C 2.697 -1.266 -3.157 0.07 0.02 -0.01
C 4.011 -0.642 -1.099 0.06 -0.04 -0.01
O 5.027 -0.638 -1.772 -0.33 0.01 0.22
H 5.668 -0.529 1.704 0.05 -0.01 0.08
H 6.117 0.100 0.108 0.04 0.03 0.08
H 5.306 1.142 1.293 0.03 0.07 0.06
H 1.954 -0.166 2.972 0.05 0.03 0.07
H 3.658 -0.645 3.089 0.06 -0.01 0.08
H 3.246 1.021 2.705 0.04 0.09 0.05
H -0.497 -0.718 -0.950 -0.04 0.08 -0.06
H 0.159 -1.187 -2.530 0.00 0.06 0.01
H 0.620 -3.473 -1.611 0.00 -0.08 0.01
H -0.109 -2.988 -0.080 0.05 -0.04 0.06
H -1.862 -4.770 -0.230 0.01 -0.07 0.16
H -1.022 -5.329 -1.676 0.10 -0.08 -0.01
H -2.755 -4.988 -1.741 -0.10 -0.04 -0.03
H -0.921 -3.753 -3.489 -0.03 0.00 0.01
H -2.503 -1.325 -1.735 -0.03 0.08 -0.02
H -3.585 -2.694 -1.595 -0.04 0.02 -0.08
H -2.986 -3.005 0.768 0.05 -0.07 0.09
H -1.777 -1.726 0.677 0.12 -0.01 0.07
H -3.541 -0.095 0.069 -0.03 0.07 -0.09
H -4.768 -1.344 0.254 -0.11 0.06 -0.06
H -2.860 -0.614 2.501 0.06 0.04 -0.01
H -4.606 -1.618 3.926 -0.04 -0.02 0.12
H -4.063 -2.771 2.715 0.00 -0.17 0.02
H -5.605 -1.939 2.506 -0.14 -0.01 -0.03
H -5.341 0.507 3.153 -0.09 0.00 -0.03
H -5.160 0.931 1.459 -0.10 0.01 -0.05
H -4.306 2.639 3.052 0.04 0.04 0.09
H -3.110 1.488 3.647 0.02 0.02 0.11
H -3.283 2.580 0.804 -0.01 0.00 -0.15
H -2.147 1.340 1.349 0.02 -0.11 -0.15
H -1.189 2.934 2.992 0.03 -0.03 0.00
H -3.035 4.954 1.639 -0.10 0.08 -0.11
H -3.094 4.457 3.332 -0.12 0.07 0.08
H -1.716 5.370 2.733 0.04 0.11 0.03
H -0.081 4.442 1.338 0.01 0.08 -0.05
H -1.211 3.900 0.104 -0.04 0.12 -0.08
H 0.628 2.052 1.671 -0.05 -0.10 0.06
H -0.302 1.606 0.252 -0.04 -0.16 0.02
H 1.664 3.856 -0.073 0.10 0.09 0.01
H 2.320 2.240 0.162 0.09 0.06 0.02
H 0.978 1.413 -1.755 -0.02 0.01 0.01
H 0.349 4.368 -2.168 0.00 0.17 0.02
H 0.116 3.113 -3.386 -0.05 0.01 -0.12
H -0.815 3.067 -1.894 -0.18 0.05 0.02
H 2.902 3.713 -2.316 0.08 0.14 0.00
H 2.467 2.447 -3.463 0.05 -0.01 -0.15
H 3.354 2.037 -1.996 0.16 -0.04 0.03
H 2.262 -2.240 -3.373 -0.08 -0.07 -0.06
H 2.116 -0.511 -3.686 -0.07 0.03 -0.09
H 3.719 -1.241 -3.527 -0.06 -0.02 -0.06
```
Forces are in eV/Å.

Calculated values
HOMO   -9.52 eV
Total energy   -1360.75782 hartree
ΔE to the lowest compared entry with this formula, charge and spin   0.0 kcal/mol

Atomic partial charges in e from the Löwdin method, atoms 1 to 6: C -0.0198; C -0.1444; C -0.1494; C -0.0229; C -0.2919; O 0.1007



[4]
C29H51BFN3O16S | ωB97M-V/def2-TZVPD

Structure (XYZ):
```
102
Properties=species:S:1:pos:R:3:forces:R:3
C 5.149 -6.329 -1.459 0.08 -0.19 -0.13
C 3.851 -6.987 -1.972 -0.16 0.34 -0.15
B 2.562 -6.158 -1.599 0.33 -0.07 0.09
O 1.524 -6.723 -0.917 -0.18 0.02 -0.49
C 2.433 -4.654 -2.068 -0.09 -0.22 0.28
C 1.801 -4.347 -3.240 0.08 0.06 -0.15
C 1.117 -5.419 -4.055 -0.32 0.10 -0.15
N -0.250 -5.729 -3.605 0.23 -0.05 0.20
C 1.725 -3.000 -3.730 -0.23 -0.49 -0.11
C 2.275 -1.986 -3.044 -0.04 0.40 -0.04
F 2.218 -0.732 -3.510 0.04 0.13 0.02
C 2.912 -2.225 -1.808 0.21 -0.11 0.21
N 3.490 -1.334 -0.997 -0.13 0.01 -0.06
S 4.055 -2.164 0.247 0.03 -0.16 0.04
N 3.629 -3.654 -0.157 -0.06 0.08 0.01
C 2.987 -3.571 -1.333 0.06 0.14 0.02
H 5.952 -7.065 -1.423 0.04 0.02 0.04
H 5.473 -5.545 -2.143 -0.05 0.12 0.08
H 5.036 -5.891 -0.470 0.02 -0.03 0.04
H 3.780 -8.027 -1.644 0.01 -0.04 0.03
H 3.900 -6.987 -3.067 0.03 -0.23 -0.02
H 1.614 -7.683 -0.911 0.05 -0.01 0.38
H 1.704 -6.339 -4.053 -0.03 -0.05 0.04
H 1.058 -5.098 -5.096 0.07 0.01 -0.03
H -0.194 -6.312 -2.776 -0.02 0.02 0.02
H -0.686 -4.872 -3.280 -0.13 0.01 -0.14
H 1.208 -2.805 -4.662 0.07 0.06 -0.02
C -0.300 1.423 -1.326 -0.20 0.06 -0.02
C -0.492 -0.034 -1.685 0.36 0.04 0.04
O -1.873 -0.430 -1.614 -0.02 -0.02 0.03
C -2.620 -0.082 -2.659 0.01 -0.06 0.07
O -2.246 0.497 -3.644 0.01 0.03 -0.04
O -3.865 -0.500 -2.427 -0.04 0.05 -0.06
C -4.811 -0.150 -3.443 -0.09 -0.04 -0.03
H -0.737 1.634 -0.349 0.07 -0.02 0.03
H 0.763 1.663 -1.295 0.01 -0.02 0.01
H -0.778 2.071 -2.060 0.04 -0.02 -0.04
H 0.020 -0.673 -0.966 -0.10 -0.06 0.02
H -0.099 -0.255 -2.676 -0.10 0.04 -0.05
H -4.462 -0.469 -4.422 0.04 0.03 -0.01
H -4.985 0.924 -3.444 0.05 0.01 -0.04
H -5.729 -0.673 -3.188 0.02 -0.01 0.04
C -7.634 -6.186 -2.017 0.08 0.14 -0.06
C -7.038 -6.343 -0.635 -0.18 -0.20 0.00
O -5.861 -5.537 -0.466 0.03 0.01 0.02
C -6.084 -4.245 -0.226 0.03 -0.01 -0.06
O -7.164 -3.722 -0.114 -0.04 0.02 0.04
O -4.909 -3.632 -0.131 0.05 0.01 0.01
C -4.992 -2.214 0.064 0.03 0.16 0.19
H -6.882 -6.392 -2.779 -0.01 -0.07 0.00
H -8.464 -6.881 -2.147 0.00 -0.02 0.01
H -8.005 -5.174 -2.168 -0.03 -0.01 0.04
H -6.698 -7.364 -0.475 0.09 0.03 0.00
H -7.762 -6.098 0.142 0.01 0.09 -0.01
H -5.636 -1.978 0.909 -0.05 -0.02 -0.03
H -5.361 -1.729 -0.834 -0.08 -0.02 0.00
H -3.983 -1.868 0.263 0.06 -0.11 -0.07
C 3.682 2.258 -2.624 0.08 0.18 -0.02
C 4.212 1.880 -1.258 -0.19 -0.08 -0.11
O 5.436 2.580 -0.958 0.01 -0.03 0.07
C 5.294 3.842 -0.572 0.03 0.00 -0.07
O 4.254 4.433 -0.423 -0.04 0.01 0.04
O 6.509 4.358 -0.374 0.01 0.00 0.01
C 6.504 5.739 -0.007 0.09 0.14 0.07
H 4.447 2.095 -3.384 -0.02 -0.08 -0.01
H 2.812 1.651 -2.870 0.01 -0.04 0.00
H 3.393 3.308 -2.653 -0.04 -0.01 0.03
H 4.463 0.826 -1.221 0.14 0.08 0.00
H 3.476 2.077 -0.478 0.05 0.11 0.03
H 5.849 5.911 0.845 -0.04 0.00 -0.02
H 6.184 6.353 -0.847 -0.07 -0.01 0.02
H 7.526 5.990 0.260 0.03 -0.09 -0.03
C 3.688 8.184 1.712 0.09 0.17 -0.07
C 4.213 7.754 3.062 -0.22 -0.21 -0.05
O 5.434 8.434 3.403 0.04 -0.01 0.02
C 5.287 9.676 3.858 0.04 0.00 -0.08
O 4.246 10.253 4.030 -0.04 0.02 0.03
O 6.501 10.178 4.089 0.02 0.00 0.02
C 6.502 11.535 4.541 0.07 0.06 0.05
H 4.458 8.061 0.950 -0.03 -0.08 -0.02
H 2.825 7.579 1.434 0.02 -0.04 0.00
H 3.387 9.231 1.721 -0.03 -0.01 0.07
H 4.479 6.698 3.053 0.09 0.02 0.01
H 3.476 7.911 3.849 0.03 0.10 0.01
H 5.854 11.655 5.406 -0.04 0.00 -0.02
H 6.177 12.200 3.743 -0.06 0.00 0.01
H 7.530 11.757 4.812 0.02 -0.04 -0.03
C -4.393 1.571 6.007 0.03 -0.15 -0.09
C -5.825 1.836 5.598 0.04 0.20 0.18
O -6.219 1.029 4.476 -0.03 -0.01 -0.03
C -6.533 -0.233 4.765 0.08 0.01 -0.05
O -6.537 -0.731 5.861 -0.02 -0.02 0.05
O -6.838 -0.855 3.627 -0.04 0.00 -0.04
C -7.150 -2.243 3.773 -0.03 -0.20 -0.11
H -3.725 1.699 5.154 0.00 0.07 0.01
H -4.095 2.265 6.792 -0.01 0.02 0.00
H -4.277 0.555 6.382 -0.03 0.01 0.04
H -5.945 2.861 5.254 -0.02 -0.03 -0.09
H -6.514 1.670 6.425 0.00 -0.09 -0.01
H -7.924 -2.397 4.521 0.02 0.06 0.05
H -6.258 -2.802 4.050 0.00 0.02 0.08
H -7.502 -2.580 2.802 0.02 0.09 -0.04
```
Forces are in eV/Å.

Calculated values
HOMO   -9.02 eV
Total energy   -3026.75884 hartree

Atomic partial charges in e from the Löwdin method, atoms 1 to 6: C -0.1065; C -0.1429; B -0.4607; O 0.1696; C -0.0106; C -0.1590